# 1
Computed, not measured: C7H16BrN2 as an isolated structure, with ωB97M-V/def2-TZVPD.

Each line ends with the Löwdin charge.
Cartesian coordinates (Å):
1 H -1.079 1.420 -1.020  0.14
2 H 1.291 -0.649 2.502  0.13
3 H -3.147 -1.579 -0.548  0.12
4 H 0.971 0.550 -1.771  0.19
5 H -1.092 -2.615 -0.210  0.18
6 H -3.214 0.356 -1.044  0.13
7 C -2.737 -0.515 -0.416  -0.06
8 H -1.392 -0.816 -1.778  0.14
9 C 1.291 -0.137 0.287  -0.45
10 C 0.735 0.866 -0.654  -0.44
11 C 1.227 2.246 -0.290  -0.04
12 H -0.844 -1.542 1.140  0.10
13 Br 3.770 -0.116 -0.067  0.36
14 N -0.675 0.711 -0.433  0.00
15 N 0.814 -1.501 -0.047  0.06
16 H 1.421 -2.137 0.509  0.19
17 C -0.590 -1.625 0.153  -0.10
18 H 2.318 2.272 -0.156  0.05
19 C -1.297 -0.482 -0.755  -0.44
20 H 0.864 -1.583 -1.160  0.24
21 H 0.677 2.567 0.614  0.10
22 H 0.903 2.841 -1.212  0.12
23 H 1.558 1.136 2.039  0.12
24 C 1.053 0.164 1.739  -0.06
25 H -2.852 -0.339 0.726  0.12
26 H 0.028 0.507 1.852  0.10

Its energy is -2959.49614 hartree. Its relative energy (zero: lowest compared OMol25 entry of this formula, charge and spin) is 187.33 kJ/mol. The value obtained for the maximum force is 5.5 eV Å⁻¹. The total charge is +1. For the HOMO energy, the calculation gives -0.50655 Eh.

---

# 2
Computed, not measured: one molecule with the formula C5H8N2O, with ωB97M-V/def2-TZVPD.

Each line ends with the Löwdin charge.
Cartesian coordinates (Å):
1 C 1.704 -1.252 0.138  -0.13
2 C 1.066 1.323 -0.326  -0.06
3 H -1.987 0.688 -0.889  0.13
4 H -1.471 -1.056 -0.844  0.12
5 H -2.530 -0.127 1.352  0.07
6 C 0.187 0.209 -1.025  -0.32
7 N 2.061 -0.289 0.891  0.03
8 C -1.477 -0.071 1.058  -0.11
9 N 2.096 0.994 0.372  0.02
10 O 0.996 -0.916 -1.028  -0.06
11 H -1.012 0.859 1.493  0.09
12 H -1.022 -0.909 1.564  0.06
13 H 1.591 -2.263 0.321  0.11
14 C -1.222 -0.043 -0.449  -0.20
15 H 0.961 2.412 -0.553  0.12
16 H 0.060 0.440 -2.074  0.14

Its energy is -379.97686 hartree. Its relative energy (zero: lowest compared OMol25 entry of this formula, charge and spin) is 292.25 kJ/mol. The value obtained for the maximum force is 5.3 eV Å⁻¹. As for the SMILES: CC[C@H]1C=NN=CO1. For the HOMO energy, the calculation gives -0.34933 Eh.

---

# 3
Computed, not measured: C32H59N5O2SbV as an isolated structure, with ωB97M-V/def2-TZVPD.

Each line ends with the Mulliken spin population.
Cartesian coordinates (Å):
1 H 2.051 6.404 -0.376  0.00
2 C 0.674 -4.021 3.912  0.00
3 C 2.035 -5.478 0.723  0.00
4 H 0.351 -1.198 2.980  -0.04
5 N -2.089 -0.067 1.526  0.01
6 H 2.089 0.557 -5.461  0.00
7 H 3.047 -5.701 0.373  0.00
8 H 0.058 2.420 -6.841  0.00
9 H -3.108 -4.671 1.364  0.00
10 C -1.285 -0.358 3.834  0.01
11 C 1.720 -4.012 0.449  0.00
12 C -2.282 0.352 2.930  0.00
13 H 2.000 -5.721 1.784  0.00
14 H -3.301 0.165 3.278  0.00
15 H 2.261 2.626 2.386  0.00
16 H 0.906 -2.956 4.000  0.00
17 H 1.197 -4.167 -1.670  0.00
18 H -0.144 8.287 0.668  0.00
19 H 1.277 6.069 -1.927  0.00
20 H -1.413 -0.810 -5.772  0.00
21 H -0.384 -5.781 -1.165  0.00
22 H -1.282 6.104 -2.108  0.00
23 H -0.037 2.738 -3.312  0.00
24 H 1.356 -6.153 0.202  0.00
25 H -3.784 -4.585 -0.259  0.00
26 C -0.093 1.723 -2.954  -0.02
27 N 2.034 1.674 2.642  0.01
28 H -1.287 7.740 -1.452  0.00
29 H 0.012 4.204 -1.925  0.00
30 N -0.216 2.117 0.698  -0.03
31 H -0.241 -1.489 -3.937  -0.01
32 C -0.223 -0.785 -1.947  -0.01
33 H -2.261 6.480 -0.685  0.00
34 H 0.791 0.011 5.289  0.00
35 C 1.191 6.643 -1.003  -0.01
36 C -0.823 -5.795 2.944  0.00
37 C -1.640 -4.280 -0.209  0.00
38 H -2.410 -1.022 1.391  0.01
39 H 0.475 -4.394 4.920  0.00
40 H -1.136 7.107 1.514  0.00
41 H -1.621 -3.664 -1.114  0.00
42 H 3.717 -0.816 0.008  0.00
43 H -2.225 0.752 -5.620  0.00
44 H -1.571 -1.407 3.958  0.00
45 H -2.645 0.519 0.910  0.00
46 H 2.915 -3.974 -1.349  0.00
47 H -1.747 -6.010 2.409  0.00
48 H 0.632 7.054 1.655  0.00
49 H 1.981 -0.565 4.134  0.00
50 H 1.241 7.701 -1.263  0.00
51 V 0.061 0.103 1.014  1.45
52 C -1.319 -5.715 -0.609  0.00
53 H -0.860 2.898 -5.418  0.00
54 H -1.395 -3.796 3.416  0.00
55 C -0.091 3.906 -0.893  0.01
56 C 1.145 0.126 4.262  0.01
57 H -0.267 -1.774 -1.512  -0.02
58 H -2.111 1.427 2.969  -0.01
59 O 1.902 -0.762 0.878  -0.02
60 H -0.023 -6.359 2.465  0.00
61 H 1.578 -4.516 3.554  0.00
62 N -0.171 0.238 -1.066  -0.07
63 H -1.329 0.099 4.824  0.00
64 H 1.153 -0.925 -5.682  0.00
65 C 1.648 1.541 4.034  0.00
66 C -0.065 0.865 -5.359  -0.01
67 C -0.198 7.242 0.972  0.00
68 C -0.121 0.680 -3.851  -0.05
69 C -0.135 2.544 -0.583  -0.08
70 H 0.852 2.258 4.254  0.00
71 H -0.934 -6.185 3.960  0.00
72 C -0.334 3.057 1.654  -0.03
73 H -2.113 -6.105 -1.253  0.00
74 C -1.326 0.256 -5.989  -0.01
75 N 0.089 -0.268 3.300  0.02
76 C -0.179 4.871 0.090  -0.04
77 O 2.738 0.914 -0.349  0.01
78 H -3.315 -3.108 0.573  0.00
79 H -0.430 5.085 2.239  0.00
80 C 1.179 0.144 -5.899  -0.01
81 C -0.129 1.491 -1.572  -0.05
82 H 2.399 -3.386 1.033  0.00
83 C -1.311 6.683 -1.184  -0.01
84 H -0.417 2.687 2.665  -0.02
85 C 1.920 -3.660 -1.024  0.00
86 C -0.125 6.350 -0.268  -0.01
87 H 1.235 0.262 -6.982  0.00
88 C 2.814 -0.195 0.148  0.00
89 C -0.204 -0.615 -3.301  0.01
90 C 0.016 2.339 -5.755  0.00
91 C -0.518 -4.301 2.997  0.00
92 H 2.448 1.743 4.757  0.00
93 C -3.033 -4.152 0.406  0.00
94 H 1.843 -2.586 -1.196  0.00
95 H 0.913 2.816 -5.354  0.00
96 H -1.243 -6.377 0.253  0.00
97 H 2.835 1.097 2.420  0.00
98 Sb -0.214 -3.286 1.093  -0.01
99 C -0.329 4.405 1.407  0.00
100 H -1.292 0.372 -7.073  0.00

As for the expectation value of S²: 1.116. Its energy is -2863.11063 hartree. Its relative energy (zero: lowest compared OMol25 entry of this formula, charge and spin) is 77.94 kJ/mol. The value obtained for the maximum force is 0.8 eV Å⁻¹. The total charge is +1. The multiplicity is 2. For the HOMO energy (alpha / beta), the calculation gives -0.38330 / -0.28704 Eh.

---

What is the maximum force in the third record?
0.8 eV Å⁻¹